1.
{
  "formula": "C26H38N4O6",
  "method": "ωB97M-V with the def2-TZVPD basis set",
  "gap_ha": 0.34268,
  "charge": 0,
  "smiles": "CCCCN(C(=O)CCC(=O)Nc1cc(C)on1)[C@@H](C(=O)NC(C)(C)C)c1cccc(OC)c1OC",
  "de_lowest_kj_mol": 87.62,
  "e_homo_ev": -8.7007,
  "species": ["C", "C", "C", "C", "N", "C", "O", "C", "C", "C", "O", "N", "C", "C", "C", "C", "O", "N", "C", "C", "O", "N", "C", "C", "C", "C", "C", "C", "C", "C", "C", "O", "C", "C", "O", "C", "H", "H", "H", "H", "H", "H", "H", "H", "H", "H", "H", "H", "H", "H", "H", "H", "H", "H", "H", "H", "H", "H", "H", "H", "H", "H", "H", "H", "H", "H", "H", "H", "H", "H", "H", "H", "H", "H"],
  "positions_angstrom": [[-2.5482, 4.2480, -0.0852], [-1.0963, 3.8246, -0.2703], [-0.7922, 2.5252, 0.4685], [0.6740, 2.1257, 0.3111], [0.9386, 0.7812, 0.8090], [1.1341, 0.6472, 2.1356], [0.9228, 1.5705, 2.9101], [1.5870, -0.7051, 2.6773], [0.3847, -1.4352, 3.3153], [-0.8657, -1.1173, 2.5168], [-1.2000, -1.7298, 1.5287], [-1.5545, -0.0462, 3.0117], [-2.6674, 0.5286, 2.4408], [-3.3764, 1.6362, 2.9849], [-4.3864, 1.8434, 2.0932], [-5.4923, 2.8284, 2.0455], [-4.2905, 0.9400, 1.1048], [-3.2223, 0.1275, 1.3249], [1.1271, -0.2822, -0.1624], [0.1757, -0.0889, -1.3834], [0.5285, 0.5219, -2.3749], [-1.0134, -0.6682, -1.2047], [-2.1266, -0.6662, -2.1593], [-2.6726, 0.7558, -2.3144], [-1.6598, -1.1959, -3.5166], [-3.1991, -1.5832, -1.5766], [2.5637, -0.3872, -0.6300], [3.5269, 0.5525, -0.2999], [4.8252, 0.4203, -0.7588], [5.1838, -0.6814, -1.5083], [4.2427, -1.6528, -1.8253], [4.6675, -2.7435, -2.5584], [4.5214, -3.9930, -1.9091], [2.9120, -1.4849, -1.4226], [1.9238, -2.3943, -1.7351], [1.7126, -2.5838, -3.1264], [-2.7486, 5.1737, -0.6196], [-3.2170, 3.4799, -0.4677], [-2.7658, 4.4047, 0.9697], [-0.4375, 4.6133, 0.0997], [-0.8891, 3.6880, -1.3335], [-1.4230, 1.7255, 0.0792], [-1.0083, 2.6480, 1.5316], [1.2923, 2.8263, 0.8813], [0.9664, 2.1629, -0.7383], [2.0525, -1.3152, 1.9085], [2.3309, -0.5047, 3.4499], [0.2594, -1.1121, 4.3487], [0.5538, -2.5118, 3.2964], [-1.1321, 0.4876, 3.7603], [-3.1533, 2.1750, 3.8806], [-6.4479, 2.3115, 1.9773], [-5.4761, 3.4458, 2.9380], [-5.3908, 3.4628, 1.1664], [0.8333, -1.2383, 0.2787], [-1.2240, -1.1037, -0.3133], [-3.1008, 1.0942, -1.3748], [-1.8730, 1.4288, -2.6121], [-3.4488, 0.7780, -3.0747], [-1.2639, -2.2024, -3.4106], [-2.4960, -1.2204, -4.2106], [-0.8855, -0.5521, -3.9227], [-3.4922, -1.2338, -0.5903], [-4.0728, -1.5943, -2.2228], [-2.8195, -2.5981, -1.4869], [3.2647, 1.3993, 0.3138], [5.5621, 1.1698, -0.5142], [6.1957, -0.8195, -1.8560], [4.8273, -4.7451, -2.6343], [5.1740, -4.0476, -1.0304], [3.4908, -4.1798, -1.5976], [0.9416, -3.3479, -3.2058], [1.3663, -1.6534, -3.5831], [2.6168, -2.9185, -3.6388]]
}



2.
{
  "formula": "C26H38N4O9",
  "method": "ωB97M-V with the def2-TZVPD basis set",
  "gap_ha": 0.36911,
  "charge": 0,
  "smiles": "O=C1OCCO1.O=C1OCCO1.O=C1OCCO1.c1ccncc1.CCCC#N.CCCC#N.CCCC#N",
  "de_lowest_kj_mol": 453.88,
  "e_homo_ev": -10.0235,
  "species": ["O", "C", "O", "C", "C", "O", "H", "H", "H", "H", "O", "C", "O", "C", "C", "O", "H", "H", "H", "H", "O", "C", "O", "C", "C", "O", "H", "H", "H", "H", "C", "C", "C", "N", "C", "C", "H", "H", "H", "H", "H", "C", "C", "C", "C", "N", "H", "H", "H", "H", "H", "H", "H", "C", "C", "C", "C", "N", "H", "H", "H", "H", "H", "H", "H", "C", "C", "C", "C", "N", "H", "H", "H", "H", "H", "H", "H"],
  "positions_angstrom": [[1.8247, 2.6109, 2.4208], [1.7560, 3.7929, 2.7154], [0.9737, 4.6466, 2.0747], [0.4951, 5.6293, 2.9010], [1.6321, 5.6969, 3.9778], [2.1965, 4.4655, 3.9122], [0.4570, 6.5990, 2.4048], [-0.4444, 5.4061, 3.4066], [1.1757, 5.8221, 4.9597], [2.4889, 6.3316, 3.7516], [-5.3186, 0.2985, -6.2935], [-6.2835, 0.2697, -7.0415], [-7.3058, 1.1272, -6.9517], [-7.9297, 1.0753, -8.2294], [-7.5568, -0.3119, -8.7420], [-6.2829, -0.5521, -8.1754], [-9.0139, 1.1339, -8.1340], [-7.5130, 1.7862, -8.9428], [-7.6017, -0.3051, -9.8310], [-8.2793, -1.1192, -8.6228], [5.3329, -3.7601, -4.4578], [4.7453, -4.1822, -3.4742], [3.5024, -4.8377, -3.5665], [3.0437, -4.9973, -2.2176], [4.3003, -4.8280, -1.4355], [5.1230, -3.9471, -2.1791], [2.3221, -4.2073, -2.0097], [2.6415, -5.9945, -2.0391], [4.8293, -5.7808, -1.4128], [4.1988, -4.3940, -0.4407], [0.2694, -5.2770, 2.9916], [0.9165, -6.4849, 3.1753], [0.6481, -7.5110, 2.2854], [-0.2074, -7.3716, 1.1931], [-0.7962, -6.1901, 0.9978], [-0.6369, -5.1003, 1.9307], [0.3404, -4.4736, 3.7098], [1.5726, -6.6682, 4.0133], [1.2298, -8.4173, 2.3680], [-1.5357, -6.2655, 0.2143], [-1.1149, -4.1488, 1.7505], [3.5156, 1.5729, -4.0480], [4.7054, 2.5113, -3.9018], [4.9304, 2.8575, -2.4873], [6.1800, 3.6592, -2.2501], [7.1106, 4.2864, -2.0823], [2.7751, 1.6122, -3.2492], [3.8877, 0.5521, -4.1348], [3.0774, 1.5309, -5.0452], [4.6221, 3.4026, -4.5236], [5.5805, 1.9750, -4.2690], [4.9556, 2.0030, -1.8110], [4.0766, 3.4389, -2.1391], [-1.2625, 0.7138, 7.0294], [-0.5102, 2.1063, 6.8641], [-0.8503, 3.1081, 8.0062], [-2.2542, 3.4911, 8.2344], [-3.4043, 3.7671, 8.4035], [-1.6404, 0.3018, 6.0936], [-1.8250, 0.6899, 7.9627], [-0.5240, -0.0444, 7.2898], [-0.8708, 2.4420, 5.8919], [0.5732, 2.0029, 6.8023], [-0.2650, 4.0246, 7.9324], [-0.5582, 2.7184, 8.9814], [-1.6254, 0.6834, -1.6814], [-1.3174, -0.1780, -0.3220], [-2.2418, 0.1656, 0.8522], [-2.3751, 1.5542, 1.1902], [-2.5477, 2.6246, 1.5946], [-1.5930, 1.7642, -1.5437], [-2.6834, 0.5019, -1.8703], [-1.0688, 0.3308, -2.5497], [-0.4106, 0.2204, 0.1330], [-1.1322, -1.2423, -0.4674], [-2.0410, -0.4952, 1.6955], [-3.1838, -0.2191, 0.4614]]
}



3.
{
  "formula": "C26H38N5O8PTi",
  "method": "ωB97M-V with the def2-TZVPD basis set",
  "gap_ha": [0.21312, 0.21413],
  "charge": 0,
  "de_lowest_kj_mol": 0.00,
  "e_homo_ev": [-6.2079, -6.2281],
  "species": ["Ti", "C", "C", "N", "C", "C", "N", "C", "C", "N", "C", "C", "N", "C", "C", "C", "C", "C", "C", "C", "N", "H", "H", "H", "H", "H", "H", "H", "H", "H", "H", "H", "H", "H", "H", "H", "H", "H", "H", "H", "H", "H", "H", "H", "O", "C", "C", "O", "C", "C", "O", "C", "O", "O", "C", "C", "O", "P", "O", "C", "C", "O", "C", "C", "H", "H", "H", "H", "H", "H", "H", "H", "H", "H", "H", "H", "H", "H", "H"],
  "positions_angstrom": [[-0.0366, 0.3185, -0.0026], [-3.3104, 0.7874, -2.9244], [-2.0697, 0.4027, -2.1781], [-1.4518, 1.2149, -1.3315], [-2.0079, 2.5342, -1.0666], [-1.8679, 2.8533, 0.4138], [-0.5749, 2.3971, 0.9396], [0.5485, 3.3352, 0.8695], [1.2215, 3.2394, -0.4844], [1.5549, 1.8319, -0.7413], [2.9260, 1.4319, -0.3265], [2.9524, -0.0293, 0.1652], [1.7815, -0.6646, -0.3928], [1.7841, -1.7927, -1.0492], [2.9754, -2.6903, -1.1646], [0.5336, -2.0244, -1.6848], [0.1961, -3.0605, -2.5226], [-1.0055, -3.0352, -3.2382], [-1.7898, -1.8939, -3.1573], [-1.4507, -0.8584, -2.2964], [-0.3567, -0.9765, -1.4394], [-3.1618, 1.7161, -3.4782], [-4.1494, 0.9395, -2.2414], [-3.5980, 0.0171, -3.6336], [-3.0661, 2.6026, -1.3238], [-1.4951, 3.2849, -1.6791], [-2.6371, 2.3063, 0.9574], [-2.0198, 3.9243, 0.5882], [-0.7026, 2.1334, 1.9108], [1.2589, 3.0395, 1.6442], [0.2340, 4.3635, 1.0774], [2.1082, 3.8791, -0.5211], [0.5483, 3.5788, -1.2705], [1.4492, 1.6381, -1.7291], [3.2565, 2.1037, 0.4653], [3.6045, 1.5673, -1.1726], [2.8801, -0.0585, 1.2524], [3.8830, -0.5138, -0.1356], [3.4230, -2.8690, -0.1859], [3.7409, -2.2481, -1.8069], [2.6988, -3.6506, -1.5924], [0.8865, -3.8838, -2.6547], [-1.2758, -3.8474, -3.8962], [-2.6664, -1.8023, -3.7840], [-1.8270, -0.8178, 5.7679], [-1.4873, -0.5327, 4.6547], [-2.3859, -0.4903, 3.4100], [-3.5818, -0.6589, 3.3839], [-1.4620, -0.2114, 2.3102], [-0.1696, -0.0080, 2.7566], [0.7668, 0.2191, 1.8769], [-0.0620, -0.1669, 4.2070], [0.9042, -0.0654, 4.9237], [-1.7012, -0.1867, 1.0279], [1.7515, -5.9565, 2.1301], [1.0312, -5.3930, 0.9227], [-0.2724, -4.9253, 1.2731], [-0.3968, -3.3148, 1.5970], [-2.0109, -3.2472, 1.6651], [-2.7202, -3.1927, 0.4133], [-4.1273, -2.7321, 0.7017], [-0.0801, -3.2341, 3.1785], [-0.8250, -3.9796, 4.1671], [-0.0525, -3.9355, 5.4654], [2.7266, -6.3567, 1.8437], [1.1678, -6.7612, 2.5778], [1.9032, -5.1806, 2.8814], [0.8925, -6.1543, 0.1532], [1.6064, -4.5726, 0.4789], [-2.6949, -4.1860, -0.0426], [-2.2154, -2.4848, -0.2493], [-4.6361, -3.4319, 1.3651], [-4.6967, -2.6625, -0.2282], [-4.1030, -1.7526, 1.1786], [-0.9573, -5.0031, 3.8090], [-1.8131, -3.5293, 4.2764], [0.9280, -4.3994, 5.3494], [-0.5958, -4.4674, 6.2476], [0.0856, -2.9053, 5.7896]]
}